[1]
Density functional theory data (wB97M-V/def2-TZVPD) for 8 unconnected molecules or ions with the total composition C22H55N15O11 in a non-equilibrium geometry.

```
103
Properties=species:S:1:pos:R:3:forces:R:3:mulliken_charge:R:1
C 4.7999 -3.9654 1.1920 -0.17 0.23 0.11 -1.0841
C 4.3773 -2.9289 0.0012 -0.24 -1.35 -0.39 0.0434
C 5.5947 -2.5408 -0.9735 0.52 -0.22 0.35 -0.3628
C 6.3718 -1.1895 -0.5849 0.10 0.56 -0.47 -0.0110
C 5.4308 0.0964 -0.3631 0.56 0.42 -0.18 -0.8480
C 4.3137 0.3250 -1.5025 -0.18 1.18 0.18 -0.2622
C 2.9063 0.8849 -0.8715 0.81 0.04 -0.30 -0.5100
C 1.7174 -0.1757 -1.0924 0.33 0.29 -0.90 -0.4287
C 0.2757 0.4707 -1.3697 -0.12 -0.45 0.95 0.0546
C -0.3941 1.1748 -0.0684 -1.02 0.03 -1.49 -0.2575
C -1.9523 0.6900 -0.0350 -0.03 0.77 0.98 -0.6482
C -2.1993 -0.5434 0.9808 -0.15 0.20 0.11 -0.1280
C -3.1037 -1.7311 0.3379 -1.06 2.35 1.02 -0.5329
O -2.4614 -3.0257 0.5300 -0.05 -0.17 -4.06 -0.3062
C -1.8441 -3.5043 -0.6476 5.75 -1.57 2.75 0.5315
O -0.6861 -4.0036 -0.5175 -5.34 2.00 -1.01 -0.4413
O -2.4345 -3.5257 -1.9628 -1.27 -1.98 3.00 -0.1820
O -2.0800 -2.4472 -2.6960 3.53 1.73 -3.47 -0.0515
C -0.8505 -2.7090 -3.4232 3.60 -0.27 2.19 0.4536
N 0.3422 -2.8652 -3.5975 -6.34 0.79 0.24 -0.4013
H 4.5916 -3.4921 2.2245 0.28 -0.92 -1.59 0.2845
H 4.2183 -4.9633 1.0914 0.88 1.78 0.28 0.2560
H 5.9094 -4.2406 1.1604 -1.46 0.52 -0.05 0.3117
H 3.6084 -3.5183 -0.6374 1.15 1.17 0.99 0.2764
H 3.8212 -2.0305 0.4375 0.96 -1.13 -0.68 -0.0744
H 5.2482 -2.5234 -2.0777 0.49 0.19 1.86 0.0306
H 6.3780 -3.3950 -0.9233 -1.31 1.29 -0.15 0.3926
H 7.0937 -0.9185 -1.4524 -1.24 -0.63 1.56 -0.3001
H 7.0280 -1.2998 0.3612 -1.11 -0.09 -1.42 0.2791
H 4.9787 0.1389 0.7056 0.54 -0.35 -1.85 0.4172
H 6.1333 1.0209 -0.4136 -1.09 -1.50 0.23 0.3280
H 4.6972 1.1665 -2.2049 -0.49 -1.50 1.06 0.3285
H 4.1229 -0.5785 -2.1763 0.30 1.10 1.20 0.1215
H 2.7014 1.9114 -1.3665 -0.04 -1.75 0.71 0.3175
H 3.1257 1.1209 0.2384 -0.66 -0.46 -1.67 0.2744
H 1.9923 -0.7998 -2.0321 -0.44 0.98 1.53 0.2853
H 1.7164 -0.9176 -0.2142 -0.32 1.13 -1.24 0.0865
H -0.4299 -0.3830 -1.7087 1.19 1.27 0.47 -0.4753
H 0.2640 1.2647 -2.2045 0.41 -1.36 1.08 0.3551
H -0.4029 2.3230 -0.2628 0.20 -2.18 0.84 -0.0693
H 0.1330 0.9099 0.9185 -0.77 0.45 -1.53 0.3394
H -2.5855 1.5756 0.3634 0.95 -1.43 -0.80 0.2894
H -2.3422 0.4391 -1.0988 0.77 0.41 1.68 0.3827
H -1.1947 -0.9343 1.3945 -1.58 0.31 -0.91 0.3598
H -2.7646 -0.1269 1.8999 0.88 -0.73 -1.47 -0.0191
H -4.1135 -1.6959 0.9061 1.71 -0.60 -0.97 0.3627
H -3.3452 -1.4643 -0.7467 0.55 -0.79 1.36 0.2964
C -1.3288 5.1692 -0.0842 -0.02 -0.23 -0.29 0.6715
O -1.2138 4.1351 0.5625 -0.16 0.16 0.26 -0.6420
N -1.3161 6.3966 0.4918 0.07 0.54 0.73 -0.4560
N -1.4784 5.1765 -1.4280 0.06 -0.29 -0.10 -0.2155
H -1.4088 7.2553 -0.0197 0.00 -0.12 0.01 0.1486
H -1.2065 6.4331 1.4924 -0.03 0.02 -0.22 0.2181
H -1.4929 4.2839 -1.8931 -0.03 0.31 -0.07 0.1285
H -1.5743 6.0117 -1.9768 -0.05 -0.21 -0.13 0.1670
C 8.9867 0.6920 -3.5262 -0.08 -0.01 0.00 0.6659
O 8.3207 -0.2214 -3.0567 0.16 -0.12 -0.26 -0.7222
N 8.5573 1.4512 -4.5618 -0.51 0.15 -0.50 -0.4064
N 10.2108 1.0222 -3.0503 0.58 -0.14 0.48 -0.4284
H 9.0876 2.2042 -4.9611 -0.04 -0.08 0.06 0.1649
H 7.6499 1.2360 -4.9436 0.18 0.07 0.07 0.2247
H 10.5650 0.4796 -2.2788 -0.07 0.14 -0.14 0.2272
H 10.7727 1.7671 -3.4208 -0.08 -0.06 0.02 0.1597
C -4.1716 2.1588 3.7452 -0.23 -0.08 -0.03 0.7594
O -5.0671 1.9040 2.9521 0.11 -0.02 -0.06 -0.6782
N -3.0949 2.9136 3.4135 0.41 0.48 -0.60 -0.3361
N -4.1763 1.7092 5.0236 -0.27 -0.47 0.47 -0.3608
H -2.3493 3.1339 4.0482 -0.07 -0.06 -0.07 0.1511
H -3.0540 3.2671 2.4695 0.17 -0.04 0.15 0.1669
H -4.9615 1.1426 5.3111 -0.09 0.01 0.17 0.2277
H -3.4506 1.9079 5.6878 -0.06 0.04 -0.11 0.1374
C -2.8600 4.9165 -5.0753 0.12 0.07 0.18 0.6397
O -2.1649 5.3569 -4.1708 -0.01 -0.01 -0.07 -0.6241
N -3.4025 3.6758 -5.0421 -0.10 -0.66 0.33 -0.3376
N -3.1482 5.6313 -6.1894 0.04 0.64 -0.45 -0.4264
H -3.9754 3.2961 -5.7737 0.06 0.05 0.06 0.1753
H -3.2112 3.1126 -4.2290 -0.08 0.09 -0.18 0.1806
H -2.7626 6.5598 -6.2515 -0.09 -0.20 -0.01 0.2196
H -3.7163 5.2884 -6.9426 0.05 0.01 0.09 0.1561
C -6.7024 -1.3107 6.2620 -0.30 -0.01 0.03 0.7008
O -6.5324 -0.1014 6.3435 0.23 0.11 -0.06 -0.6974
N -5.7009 -2.1695 5.9446 0.92 -0.17 -0.21 -0.3628
N -7.9022 -1.8955 6.4809 -0.21 0.36 -0.02 -0.3055
H -5.8188 -3.1636 5.8725 -0.02 0.12 0.02 0.1611
H -4.7913 -1.7716 5.7739 -0.18 -0.13 0.01 0.2161
H -8.6734 -1.2906 6.7200 -0.07 -0.34 0.06 0.1729
H -8.0614 -2.8843 6.4190 0.00 0.11 0.07 0.1475
C -11.6950 -1.6197 6.8936 0.16 0.04 0.05 0.6405
O -10.5467 -1.6372 7.3139 -0.22 0.00 0.05 -0.6907
N -12.7618 -1.3858 7.6943 -0.31 0.13 0.69 -0.4239
N -11.9996 -1.8326 5.5910 0.19 -0.19 -0.71 -0.3602
H -13.7115 -1.3671 7.3696 0.11 0.00 0.00 0.1584
H -12.5757 -1.2226 8.6709 -0.05 -0.02 -0.20 0.2185
H -11.2319 -2.0101 4.9630 -0.17 0.07 0.10 0.2193
H -12.9348 -1.8223 5.2263 0.09 0.02 0.06 0.1700
C 7.9294 -4.0677 -4.5745 -0.55 -0.26 -0.16 0.5984
O 7.3654 -5.0918 -4.9309 0.14 0.01 0.02 -0.6762
N 7.2822 -2.8876 -4.4296 -0.48 0.49 -0.13 -0.2846
N 9.2555 -4.0232 -4.2920 0.95 -0.29 0.09 -0.3402
H 7.7296 -2.0350 -4.1371 -0.04 0.05 0.19 0.1818
H 6.2951 -2.8783 -4.6295 0.21 -0.05 0.07 0.1702
H 9.7739 -4.8813 -4.3874 -0.13 0.19 0.03 0.1989
H 9.7367 -3.1926 -3.9977 -0.14 -0.04 0.01 0.1663
```
Forces are in eV/Å.

Results
LUMO (hartree): -0.0071
Orbital gap (eV): 9.00
SMILES: CCCCCCCCCCCCCOC(=O)OOC#N.NC(N)=O.NC(N)=O.NC(N)=O.NC(N)=O.NC(N)=O.NC(N)=O.NC(N)=O
Charge: 0
HOMO (hartree): -0.3378
Max |F| (eV/Å): 6.56
Energy (hartree): -2520.20744
Multiplicity: 1


[2]
Density functional theory data (wB97M-V/def2-TZVPD) for a single C5H12O2 molecule in a non-equilibrium geometry.

```
19
Properties=species:S:1:pos:R:3:forces:R:3:mulliken_charge:R:1
C -1.4220 -1.2058 -1.9654 -0.03 -0.01 -0.05 -1.2203
C -0.9205 -1.0553 -0.5338 -0.04 0.00 0.00 -0.4703
C 0.1427 0.0315 -0.3886 0.13 -0.39 0.45 -0.1803
O -0.3149 1.2916 -0.8264 -0.22 0.13 0.14 -0.5893
C 0.6014 0.1590 1.0929 0.32 -0.26 -0.86 0.2167
C 1.8573 0.9941 1.1894 0.18 0.66 1.24 -1.2472
O -0.4509 0.8109 1.7931 0.69 0.60 1.32 -0.5527
H -1.8191 -0.2564 -2.3327 0.03 -0.10 0.03 0.2857
H -0.6148 -1.5134 -2.6401 -0.07 0.05 0.10 0.3089
H -2.2127 -1.9592 -2.0302 0.08 0.09 0.01 0.3801
H -1.7512 -0.8096 0.1401 0.06 -0.04 -0.08 0.2875
H -0.4958 -2.0042 -0.1797 -0.04 0.12 -0.03 0.2814
H 1.0044 -0.2172 -1.0268 -0.09 0.01 0.24 0.4416
H -0.8360 1.6209 -0.0768 -0.01 0.15 -0.21 0.4345
H 0.7716 -0.8460 1.5145 -0.08 0.20 -0.11 0.2591
H 1.7161 1.9470 0.6714 -0.02 -0.17 -0.13 0.3396
H 2.0154 1.2854 2.2882 0.27 -0.65 -1.38 0.3375
H 2.7200 0.4756 0.7520 -0.10 0.17 0.40 0.3552
H 0.0090 1.2511 2.5591 -1.08 -0.55 -1.06 0.3323
```
Forces are in eV/Å.

Results
Relative energy (zero: lowest compared OMol25 entry of this formula, charge and spin) (kcal per mole): 15.7
LUMO (hartree): 0.0302
Orbital gap (eV): 10.84
SMILES: CC[C@@H](O)[C@@H](C)O
Charge: 0
HOMO (hartree): -0.3679
Max |F| (eV/Å): 1.61
Energy (hartree): -348.17983
Multiplicity: 1


Q: Look up the LUMO of the second one.
A: 0.0302 hartree